A structure of composition C21H51Ba2NO12 in a non-equilibrium geometry, computed with the ωB97M-V functional and the def2-TZVPD basis.

Atoms and positions in Å:
Ba (4.45776, 0.81877, 3.39484)
Ba (1.57464, 4.16806, 2.14256)
O (0.55464, 0.08080, 1.15122)
C (1.62528, 0.18211, 1.84891)
O (1.91300, 1.29646, 2.27283)
O (2.38764, -0.78499, 2.05900)
H (0.28438, 0.99291, 1.28008)
O (-2.93820, 3.83022, 2.22078)
C (-1.60278, 3.90736, 1.90484)
O (-0.98357, 4.90894, 2.37029)
O (-1.00690, 2.95448, 1.32029)
H (-2.99192, 2.94694, 1.84858)
C (3.15596, 3.40856, -2.29336)
C (2.33166, 2.42563, -1.53616)
O (1.55567, 3.01707, -0.54861)
H (3.06194, 3.06299, -3.32284)
H (4.21614, 3.45294, -2.04402)
H (2.75003, 4.41365, -2.40789)
H (2.97032, 1.84160, -0.87348)
H (1.69482, 1.73194, -2.08507)
H (0.62290, 2.80171, -0.62043)
C (-0.12487, -3.98339, 3.44690)
C (1.10001, -3.39459, 4.10429)
O (0.69409, -2.58061, 5.23803)
H (0.11224, -4.81242, 2.78014)
H (-0.77471, -3.25758, 2.95802)
H (-0.80653, -4.41634, 4.17901)
H (1.64501, -2.78158, 3.38645)
H (1.85711, -4.10548, 4.43527)
H (0.03924, -1.98546, 4.86577)
C (4.77759, -1.85005, -0.11545)
C (4.48432, -3.19812, 0.57585)
O (4.28639, -2.77559, 1.90078)
H (5.81207, -1.54254, 0.03749)
H (4.09291, -1.02145, 0.06544)
H (4.57372, -2.21016, -1.12384)
H (5.42166, -3.75372, 0.60413)
H (3.74759, -3.87302, 0.14013)
H (3.48834, -2.24304, 1.93374)
C (-1.75899, -3.04617, -1.29178)
C (-0.86240, -2.67846, -0.04896)
O (0.28844, -2.12571, -0.53532)
H (-1.31749, -3.65866, -2.07793)
H (-2.03558, -2.18070, -1.89390)
H (-2.60381, -3.62435, -0.91750)
H (-0.66088, -3.53072, 0.59998)
H (-1.45192, -2.07068, 0.63745)
H (0.78282, -1.64484, 0.13248)
C (-1.67814, 0.24496, 6.45067)
C (-0.69544, 0.73690, 5.47996)
O (-0.65670, -0.20709, 4.51782)
H (-2.12349, 1.00511, 7.09250)
H (-1.17767, -0.56780, 6.97703)
H (-2.55096, -0.14181, 5.92467)
H (0.28874, 0.87939, 5.92626)
H (-1.15960, 1.65276, 5.11409)
H (-0.11560, 0.31307, 3.91929)
C (-0.13474, -1.00634, -4.42547)
C (-0.89244, 0.26130, -4.04788)
C (-2.28516, 0.06863, -4.68616)
C (-3.36600, 1.10398, -4.30734)
C (-3.57833, 1.02906, -2.82357)
C (-2.24600, 1.14661, -1.98030)
N (-1.09456, 0.42016, -2.59392)
O (0.02402, 0.18919, -1.82620)
C (-1.89657, 2.65926, -1.78957)
C (-2.44648, 0.58790, -0.54352)
C (-0.07591, 1.52320, -4.65277)
H (0.74716, -1.20134, -3.81528)
H (0.31274, -0.89702, -5.41336)
H (-0.72702, -1.91727, -4.33874)
H (-2.16425, 0.01767, -5.76823)
H (-2.78917, -0.87214, -4.46477)
H (-4.28275, 0.88353, -4.85423)
H (-3.10143, 2.08042, -4.71313)
H (-4.00307, 0.08882, -2.47194)
H (-4.33124, 1.77662, -2.57380)
H (-2.68482, 3.11544, -1.19069)
H (-0.98588, 2.75422, -1.19819)
H (-1.69066, 3.23941, -2.68908)
H (-1.58003, 0.78893, 0.08652)
H (-3.27056, 1.12962, -0.07925)
H (-2.63288, -0.48411, -0.47910)
H (-0.22830, 2.42581, -4.06102)
H (-0.14957, 1.53093, -5.74025)
H (0.96461, 1.27768, -4.44027)
H (0.01841, -0.74835, -1.61986)

Computed properties:
DFT total energy in Eh: -1838.78356
Gap between HOMO and LUMO in eV: 2.5
Total charge: +2
HOMO level in eV: -11.291

---

A structure of composition C6H5ClO in a non-equilibrium geometry, computed with the ωB97M-V functional and the def2-TZVPD basis.

Atoms and positions in Å:
C (1.93545, 0.04869, -0.12230)
C (1.64787, 1.40293, -0.10100)
C (0.23016, 1.53409, 0.03672)
C (-0.27614, 0.26954, -0.05459)
C (-1.72088, -0.32735, 0.12397)
C (-1.72763, -1.72960, -0.12712)
H (2.36392, 2.14996, -0.15783)
H (-0.30664, 2.49902, -0.06171)
H (-2.62182, 0.38882, 0.92008)
H (-0.71084, -2.42140, -0.88351)
H (-2.74630, -2.15414, 0.42290)
O (0.73011, -0.59598, -0.10548)
Cl (3.20274, -1.06457, 0.10987)

Computed properties:
Energy relative to the best compared isomer or geometry (same formula, charge and spin) in kcal per mole: 109.7
DFT total energy in Eh: -766.87410
Gap between HOMO and LUMO in eV: 8.9
HOMO level in eV: -8.248

---

A structure of composition C36H38F6O18S3 in a non-equilibrium geometry, computed with the ωB97M-V functional and the def2-TZVPD basis.

Atoms and positions in Å:
C (-2.50829, 0.05254, -2.65015)
C (-1.45485, 0.12106, -3.75571)
O (-2.18201, -0.43164, -4.77317)
C (-3.18734, -1.26795, -4.32159)
O (-3.82312, -2.00885, -4.89335)
O (-3.31201, -1.03250, -2.97071)
F (-0.39008, -0.66506, -3.42065)
H (-3.11698, 0.95792, -2.68423)
H (-2.07463, -0.10080, -1.66789)
H (-1.04811, 1.09842, -4.05480)
C (2.72006, 2.10422, -1.87477)
C (2.58181, 2.91186, -0.55344)
O (3.83287, 3.44559, -0.50053)
C (4.82500, 2.72030, -1.35448)
O (5.96732, 2.88503, -1.31810)
O (4.10576, 1.95087, -2.14400)
F (2.33255, 2.09157, 0.54391)
H (2.24570, 2.58746, -2.70998)
H (2.24408, 1.13695, -1.70196)
H (1.90174, 3.76615, -0.47654)
F (-2.02870, 1.99119, 3.34298)
C (-2.74518, 2.67368, 4.26008)
C (-3.60434, 2.00218, 5.12362)
C (-4.29321, 2.71351, 6.06233)
C (-4.20546, 4.11925, 6.13579)
C (-3.42588, 4.76384, 5.22640)
C (-2.68175, 4.07623, 4.29400)
H (-3.74903, 0.93978, 4.99077)
H (-5.01876, 2.18626, 6.66551)
H (-4.71605, 4.69984, 6.90845)
H (-3.40672, 5.85327, 5.27485)
H (-2.08927, 4.65828, 3.60016)
F (7.30027, -3.63455, 1.39085)
C (7.09081, -2.67509, 0.45046)
C (5.82192, -2.12399, 0.30186)
C (5.69700, -1.14279, -0.62641)
C (6.73571, -0.75640, -1.45026)
C (7.98082, -1.33369, -1.34560)
C (8.16732, -2.33209, -0.37254)
H (4.97857, -2.33813, 0.94816)
H (4.74436, -0.62651, -0.68350)
H (6.58355, 0.10881, -2.07750)
H (8.78421, -1.07746, -2.00684)
H (9.11555, -2.82725, -0.25516)
F (-0.71863, -1.80377, 4.54070)
C (0.47625, -1.22026, 4.27168)
C (0.56933, 0.16142, 4.34069)
C (1.78307, 0.77067, 4.09943)
C (2.89206, 0.00349, 3.75081)
C (2.74404, -1.34523, 3.58315)
C (1.53121, -1.98218, 3.79586)
H (-0.35635, 0.69656, 4.49245)
H (1.83555, 1.86593, 4.11374)
H (3.83035, 0.53782, 3.71758)
H (3.60791, -1.96882, 3.45726)
H (1.57530, -3.06794, 3.82479)
F (2.16182, -1.62404, -0.70447)
C (0.86412, -1.58800, -0.34883)
C (0.40243, -0.76368, 0.66788)
C (-0.87938, -0.85268, 1.15366)
C (-1.82560, -1.69914, 0.56678)
C (-1.31566, -2.47343, -0.44111)
C (-0.01256, -2.44377, -0.94154)
H (1.11025, -0.18116, 1.25491)
H (-1.02379, -0.21796, 2.01553)
H (-2.80964, -1.86059, 0.96473)
H (-2.00537, -3.15668, -0.91436)
H (0.26066, -3.17537, -1.68150)
C (-1.95898, 2.72899, 0.49895)
C (-3.27997, 2.90136, -0.35498)
O (-2.77681, 3.14431, -1.65712)
S (-1.41293, 3.93899, -1.56356)
O (-1.61124, 5.24351, -1.03974)
O (-0.60959, 3.73477, -2.70611)
O (-0.91698, 3.09606, -0.41204)
H (-1.63129, 1.75422, 0.85358)
H (-1.87205, 3.45140, 1.29605)
H (-3.94015, 3.70250, 0.00968)
H (-3.87914, 2.00299, -0.43875)
C (-5.52741, -3.20323, -0.70276)
C (-6.48023, -2.60453, 0.41724)
O (-7.11523, -3.80868, 0.85598)
S (-7.46085, -4.70925, -0.34302)
O (-8.56234, -4.11895, -0.99110)
O (-7.54584, -6.06891, 0.08220)
O (-6.13974, -4.36237, -1.10968)
H (-4.53746, -3.40986, -0.30972)
H (-5.46130, -2.49048, -1.52486)
H (-7.23638, -1.90190, 0.04460)
H (-6.00729, -2.18246, 1.29482)
C (3.35797, -1.41395, -3.67423)
C (2.53328, -2.17065, -4.74028)
O (1.75304, -1.19692, -5.32448)
S (2.51212, 0.20405, -5.31671)
O (1.69747, 1.14672, -4.63640)
O (3.03118, 0.57960, -6.56812)
O (3.66326, -0.24428, -4.37473)
H (4.25088, -1.88928, -3.27775)
H (2.72443, -1.13591, -2.83212)
H (1.88133, -2.96856, -4.39345)
H (3.16565, -2.60179, -5.51750)

Computed properties:
Energy relative to the best compared isomer or geometry (same formula, charge and spin) in kcal per mole: 0.0
DFT total energy in Eh: -4542.57978
Gap between HOMO and LUMO in eV: 9.1
HOMO level in eV: -9.424

---

The ion C4H12NS2 with charge +1 in a non-equilibrium geometry, computed with the ωB97M-V functional and the def2-TZVPD basis.

Atoms and positions in Å:
C (2.60046, 1.42186, 1.37595)
S (1.48538, 1.18071, -0.00857)
S (0.26063, -0.10512, 1.16272)
C (-0.33626, -1.25210, -0.16034)
C (-1.44155, -0.75306, -1.15398)
C (-2.00781, -1.98456, -1.90841)
N (-2.30544, 0.21388, -0.44435)
H (3.18923, 0.49346, 1.41754)
H (3.34294, 2.16889, 1.15135)
H (2.22334, 1.47564, 2.44116)
H (0.55068, -1.36883, -0.75911)
H (-0.69807, -2.19506, 0.24563)
H (-0.95334, -0.19206, -1.96191)
H (-2.84847, -1.71349, -2.55565)
H (-1.26954, -2.29959, -2.64820)
H (-2.21834, -2.78391, -1.19056)
H (-2.89221, 0.87744, -1.02271)
H (-1.72564, 0.93876, 0.02544)
H (-2.81098, -0.21097, 0.32737)

Computed properties:
Structure (SMILES): CSSC[C@@H](C)[NH3+]
Energy relative to the best compared isomer or geometry (same formula, charge and spin) in kcal per mole: 20.1
DFT total energy in Eh: -1010.46349
Gap between HOMO and LUMO in eV: 8.5
Total charge: +1
HOMO level in eV: -12.002